[1]
Molecular formula: C26H20Br2F7LuN4OS
Method: DFT, ωB97M-V with the def2-TZVPD basis set

```
62
Properties=species:S:1:pos:R:3:lowdin_charge:R:1
Lu 0.15949 0.10055 0.41091 1.581
C 3.14798 -0.81328 -1.29712 -0.081
N 2.08085 0.18255 -1.48165 -0.308
C 2.70655 1.50377 -1.61490 -0.085
C 1.35273 -0.15868 -2.72484 -0.200
C -0.00150 0.52132 -2.81410 -0.232
N -0.74651 0.13720 -1.62945 -0.137
C -2.07658 0.32573 -1.55058 -0.229
C -2.74392 -0.21689 -0.42814 -0.139
F -1.93888 -0.90929 0.46587 -0.046
C -4.08741 -0.10611 -0.18210 -0.227
F -4.60633 -0.68311 0.90335 0.107
C -4.90174 0.58904 -1.05692 0.060
C -4.29170 1.14428 -2.16683 -0.222
F -5.03879 1.84422 -3.03057 0.094
C -2.94161 1.02095 -2.42256 -0.148
F -2.44542 1.63929 -3.51806 0.069
H 3.79009 -0.86395 -2.18559 0.099
H 2.71246 -1.79648 -1.12287 0.090
H 3.76482 -0.54642 -0.43949 0.085
H 3.38289 1.52979 -2.47872 0.096
H 3.28389 1.72755 -0.71763 0.076
H 1.94991 2.27872 -1.74466 0.080
H 1.18476 -1.23626 -2.71968 0.126
H 1.96560 0.09521 -3.60014 0.126
H -0.49451 0.18253 -3.72787 0.123
H 0.12198 1.60976 -2.89227 0.098
H -5.96230 0.68978 -0.88653 0.133
C 2.29012 2.81646 1.88352 -0.023
C 2.87795 1.46445 2.15257 -0.315
C 4.06937 1.34099 2.89479 0.001
C 4.58724 0.10672 3.15502 -0.010
C 3.91367 -1.04718 2.70157 -0.189
C 4.35268 -2.37093 2.91768 -0.622
Br 5.97084 -2.70610 3.85216 0.776
C 3.63051 -3.43549 2.45667 -0.166
C 2.43731 -3.22288 1.76241 -0.600
Br 1.45847 -4.69959 1.10513 0.795
C 1.93133 -1.95486 1.50630 -0.434
O 0.82385 -1.74971 0.84986 -0.287
C 2.70972 -0.84536 1.98476 -0.156
N 2.23262 0.40677 1.70164 0.050
H 3.06028 3.58589 1.85064 0.089
H 1.59034 3.06673 2.68523 0.081
H 1.73858 2.81861 0.94414 0.054
H 4.56509 2.23623 3.24419 0.118
H 5.50915 -0.00163 3.70947 0.082
H 3.97459 -4.44504 2.63070 0.099
F -0.61231 3.77322 4.42045 0.117
C -1.75239 3.95538 3.71906 -0.602
F -2.15578 5.22191 3.97301 0.118
F -2.68478 3.14220 4.23326 0.135
C -1.53710 3.75165 2.24508 -0.126
C -1.75103 4.79908 1.37648 0.009
C -1.51826 4.62287 0.01505 -0.047
C -1.04225 3.40198 -0.40002 -0.132
N -0.81137 2.37575 0.42166 -0.077
C -1.08590 2.50130 1.74875 -0.720
S -0.84279 1.10519 2.70762 0.652
H -2.09470 5.75114 1.75656 0.125
H -1.69771 5.41809 -0.69302 0.106
H -0.83896 3.22074 -1.45113 0.107
```

For the energy, the calculation gives -8778.05855 Ha. As for the HOMO-LUMO gap: 7.250 eV.

[2]
Molecular formula: C6H8O3
Method: DFT, ωB97M-V with the def2-TZVPD basis set

```
17
Properties=species:S:1:pos:R:3:lowdin_charge:R:1
C 2.32844 0.25061 1.56712 0.152
C 1.12202 0.22277 0.98995 -0.171
C 0.62515 -0.54427 -0.22715 -0.082
C -0.87356 -0.51801 -0.12230 -0.338
C -1.60920 -0.23919 -1.27181 -0.208
O -0.89355 0.63656 -2.19440 -0.104
O -1.16963 0.50317 0.88711 0.056
C -0.05749 0.84314 1.62451 -0.446
O -0.05718 1.63033 2.51591 0.142
H 2.47304 1.04515 2.42421 0.140
H 3.04516 -0.18174 1.29029 -0.054
H 0.99912 -1.56252 -0.47729 0.128
H 1.00399 -0.00575 -1.32966 0.195
H -1.08845 -1.45900 0.45263 0.176
H -2.50069 0.12793 -1.14827 0.061
H -1.89516 -1.34741 -1.91365 0.205
H -1.45199 0.59823 -3.06720 0.146
```

For the energy, the calculation gives -459.01253 Ha. As for the HOMO-LUMO gap: 10.207 eV. The SMILES is C=C1C[C@H](CO)OC1=O.

[3]
Molecular formula: C3H6N2OS
Method: DFT, ωB97M-V with the def2-TZVPD basis set

```
13
Properties=species:S:1:pos:R:3:lowdin_charge:R:1
C 0.95754 -1.27811 0.38258 -0.146
C 0.46769 -0.71592 -0.93134 -0.834
S 1.29148 -1.25952 -2.27313 0.635
N -0.45916 0.28865 -0.98560 0.073
C -1.20452 1.06848 -0.07516 -0.630
N -0.71205 0.98027 1.17857 0.141
O -2.20315 1.57133 -0.44551 0.128
H 1.88434 -0.63200 0.67982 0.122
H 1.28510 -2.27412 0.14825 0.043
H 0.16871 -1.28046 1.15843 0.073
H -0.78304 0.66352 -1.85245 0.129
H 0.31793 1.09170 1.17192 0.108
H -1.01087 1.77619 1.84361 0.159
```

For the energy, the calculation gives -700.85607 Ha. As for the HOMO-LUMO gap: 8.670 eV. The SMILES is CC(=S)NC(N)=O.

[4]
Molecular formula: C2H6OS
Method: DFT, ωB97M-V with the def2-TZVPD basis set

```
10
Properties=species:S:1:pos:R:3:lowdin_charge:R:1
C -1.47693 -2.07771 0.94777 -0.324
S -2.34637 -2.94440 -0.34979 1.143
H -1.22975 -1.10019 0.59948 0.058
H -2.25215 -1.96834 1.70184 0.079
H -0.60272 -2.59152 1.32639 0.077
H -1.98729 -4.19614 -0.01459 -0.032
O 2.09097 3.78086 0.05592 -0.001
C 2.42748 3.72055 -1.08671 -0.150
H 2.65205 4.61516 -1.67696 0.082
H 2.72471 2.76172 -1.50334 0.069
```

For the energy, the calculation gives -552.83370 Ha. Its expectation value of S² is 0.75. The charge is +1. As for the HOMO-LUMO gap (spin up / spin down): 7.529 / 2.492 eV. Its multiplicity is 2.

[5]
Molecular formula: C2H5FO
Method: DFT, ωB97M-V with the def2-TZVPD basis set

```
9
Properties=species:S:1:pos:R:3:lowdin_charge:R:1
C 0.70384 0.60974 -0.00625 -0.045
C -0.59166 -0.15893 -0.10723 -0.544
O -0.50974 -1.51166 -0.13530 0.020
F -1.44666 0.25015 0.89040 -0.009
H 1.20683 0.37280 0.93058 0.084
H 1.35258 0.35703 -0.83616 0.081
H 0.49538 1.67261 -0.02250 0.079
H -1.26840 0.23270 -1.30010 0.222
H 0.05784 -1.82444 0.58655 0.113
```

For the energy, the calculation gives -254.27247 Ha. As for the HOMO-LUMO gap: 11.902 eV.

[6]
Molecular formula: C4H5NOS2
Method: DFT, ωB97M-V with the def2-TZVPD basis set

```
13
Properties=species:S:1:pos:R:3:lowdin_charge:R:1
C 1.70369 1.25908 -0.38748 -0.670
C 0.01288 -1.17241 0.67354 -0.411
C -1.06370 -0.03388 0.95920 -0.424
C -0.43963 0.05888 -1.50794 -0.816
N 2.35977 0.44025 0.10722 0.043
O 0.84433 1.86404 -0.97124 -0.054
S 0.62737 -1.02054 -0.99455 1.051
S -1.79742 0.58415 -0.61626 0.919
H 0.95169 -0.88914 1.10087 0.029
H -0.42629 -2.10126 1.02596 0.089
H -1.76832 -0.41349 1.65793 0.054
H -0.51730 0.84287 1.45328 0.105
H -0.48707 0.58143 -2.50052 0.084
```

For the energy, the calculation gives -1081.69914 Ha. As for the HOMO-LUMO gap: 8.408 eV.

[7]
Molecular formula: C7H14
Method: DFT, ωB97M-V with the def2-TZVPD basis set

```
21
Properties=species:S:1:pos:R:3:lowdin_charge:R:1
C -0.24551 -0.49322 -1.24507 -0.248
C -0.40273 0.87274 -1.49321 -0.235
C 0.92341 1.45676 -1.19295 -0.278
C 1.92078 0.52198 -1.56191 -0.228
C 1.23992 -0.76420 -0.94992 -0.152
H -1.00518 -1.13700 -0.69795 0.126
H -0.41139 -1.11860 -2.17166 0.123
H -1.14684 1.27029 -0.81013 0.129
H -0.55846 1.19229 -2.40869 0.073
H 1.22062 1.68940 -0.16587 0.118
H 1.10676 2.43936 -1.75870 0.143
H 2.98677 0.56154 -1.23375 0.133
H 1.90655 0.54824 -2.57309 0.076
H 1.47739 -0.73268 0.23589 0.152
H 1.55095 -1.64210 -1.39635 0.065
C -2.28609 -1.19440 3.08849 -0.099
C -1.22023 -0.37817 3.34685 -0.110
H -2.67031 -1.50705 1.99874 0.089
H -2.46054 -1.77834 4.01565 0.039
H -0.70729 0.36349 2.64968 0.055
H -0.86640 -0.27771 4.36242 0.027
```

For the energy, the calculation gives -274.97428 Ha. As for the HOMO-LUMO gap: 11.117 eV. The SMILES is C1CCCC1.C=C.

[8]
Molecular formula: C42H51F10NO36S
Method: DFT, ωB97M-V with the def2-TZVPD basis set

```
141
Properties=species:S:1:pos:R:3:lowdin_charge:R:1
C 3.90182 -1.80946 0.34590 -0.080
C 3.85822 -0.79922 1.49416 -0.227
C 4.40896 0.58425 1.13260 -0.190
C 3.43613 1.73829 0.82429 -0.173
C 2.31117 1.95954 1.84135 -0.161
C 0.86908 1.74987 1.35723 -0.096
C 0.62846 0.64548 0.36521 -0.242
O -0.00924 1.17485 -0.85044 -0.145
S -0.33040 -0.07357 -1.77007 0.603
O 0.78620 -0.32954 -2.60868 -0.217
O -1.62042 0.05422 -2.33861 -0.212
O -0.34908 -1.18093 -0.60139 -0.142
C -0.33328 -0.46168 0.68871 -0.225
N -1.72630 -0.05486 0.82843 0.058
C -2.55963 -1.25071 0.89909 -0.411
C -3.56275 -1.42729 -0.16749 0.030
O -2.45379 -2.05261 1.80498 0.112
C -2.01365 0.82781 1.96222 -0.413
C -1.78094 0.34916 3.35682 0.029
O -2.45156 1.91925 1.70029 0.129
H 2.98242 -1.83945 -0.23017 0.065
H 4.02685 -2.80688 0.74110 0.047
H 4.70266 -1.58155 -0.34488 0.058
H 2.84256 -0.77116 1.86628 0.083
H 4.46277 -1.21636 2.28899 0.103
H 5.08737 0.91787 1.90587 0.073
H 5.02718 0.43939 0.25301 0.094
H 3.06125 1.63596 -0.19017 0.109
H 4.03887 2.63720 0.81386 0.105
H 2.51132 1.38234 2.73386 0.111
H 2.36196 2.99598 2.14990 0.109
H 0.49625 2.65737 0.90214 0.134
H 0.25456 1.57052 2.22953 0.094
H 1.51512 0.15988 -0.01604 0.131
H 0.00673 -1.17701 1.42897 0.172
H -4.51206 -1.66984 0.29173 0.076
H -3.28773 -2.27650 -0.77532 0.099
H -3.66827 -0.55062 -0.78611 0.085
H -2.10223 1.12502 4.03323 0.098
H -2.37703 -0.53154 3.54234 0.076
H -0.74021 0.09763 3.51307 0.092
O -6.17764 -3.37726 -1.27563 0.170
C -5.77412 -3.31642 -2.38774 -0.559
O -4.75770 -2.51797 -2.78331 0.043
C -4.45634 -2.81248 -4.15830 -0.030
C -5.76376 -3.41662 -4.63103 -0.300
F -5.58068 -4.37848 -5.56464 0.079
O -6.26795 -4.00921 -3.44026 0.142
H -3.64562 -3.53990 -4.20564 0.146
H -4.16805 -1.91941 -4.69509 0.141
H -6.48915 -2.69295 -5.00302 0.175
O -7.90922 -3.10520 5.43748 0.197
C -7.35342 -2.62406 4.51813 -0.540
O -7.57148 -2.93739 3.21608 0.084
C -6.80913 -2.03850 2.40677 -0.046
C -5.73094 -1.59029 3.36165 -0.315
F -5.34620 -0.30239 3.11264 0.056
O -6.38127 -1.65802 4.61018 0.130
H -7.42906 -1.18905 2.11412 0.133
H -6.42957 -2.53862 1.51856 0.130
H -4.83805 -2.21818 3.38307 0.166
O 7.20671 -1.24611 -1.50767 0.172
C 7.76705 -0.71322 -0.61247 -0.556
O 8.82216 0.11858 -0.72960 0.081
C 9.08824 0.69295 0.55996 -0.034
C 8.46259 -0.32679 1.49101 -0.301
F 7.93815 0.24181 2.59831 0.083
O 7.41481 -0.84842 0.69412 0.118
H 8.57999 1.65398 0.64130 0.148
H 10.15493 0.82674 0.70954 0.140
H 9.12717 -1.14017 1.78710 0.174
O -7.24024 0.09969 -2.94962 0.179
C -7.66081 0.67511 -2.00662 -0.558
O -7.79986 2.01550 -1.91981 0.074
C -8.45578 2.32809 -0.68114 -0.032
C -8.14554 1.09558 0.14330 -0.315
F -9.13581 0.78153 1.01104 0.079
O -8.05375 0.08505 -0.84686 0.129
H -9.52846 2.42699 -0.84723 0.148
H -8.06216 3.24861 -0.26068 0.124
H -7.19943 1.14050 0.68709 0.169
O 5.12788 -5.91265 1.71405 0.167
C 5.49431 -5.67302 0.61309 -0.550
O 6.10118 -4.52946 0.23474 0.065
C 6.50228 -4.66551 -1.13351 -0.043
C 5.58112 -5.75497 -1.63369 -0.304
F 6.16157 -6.54335 -2.56791 0.081
O 5.34773 -6.50853 -0.45128 0.135
H 7.54491 -4.98370 -1.16387 0.147
H 6.39901 -3.72495 -1.66734 0.127
H 4.62540 -5.39815 -2.01968 0.175
O 2.68739 1.42293 -8.53809 0.176
C 2.39023 1.45786 -7.39425 -0.562
O 1.95588 0.40231 -6.67293 0.073
C 1.83954 0.80298 -5.29702 -0.045
C 1.71434 2.31141 -5.42166 -0.290
F 2.31503 2.94866 -4.37581 0.060
O 2.45789 2.56512 -6.60708 0.129
H 2.75659 0.54597 -4.76529 0.144
H 1.00161 0.31037 -4.82608 0.109
H 0.71879 2.73290 -5.55261 0.136
O -6.98342 5.82719 -0.22516 0.182
C -5.87633 5.41627 -0.24223 -0.560
O -5.46697 4.26824 0.34440 0.061
C -4.09923 4.02641 -0.02558 -0.039
C -3.62919 5.41789 -0.39067 -0.304
F -2.71133 5.41256 -1.38612 0.078
O -4.82439 6.02641 -0.85678 0.128
H -4.07103 3.36385 -0.89189 0.147
H -3.54936 3.57458 0.78845 0.104
H -3.23639 5.99869 0.44495 0.175
O 5.99605 2.40377 3.36507 0.174
C 6.47342 2.42064 4.44465 -0.548
O 5.77507 2.33764 5.59929 0.078
C 6.70427 2.24874 6.68610 -0.044
C 7.95075 2.86243 6.08013 -0.311
F 9.08885 2.30348 6.55697 0.077
O 7.80603 2.53913 4.70871 0.124
H 6.87037 1.20167 6.94060 0.146
H 6.33137 2.78243 7.55469 0.140
H 8.02222 3.94585 6.18609 0.173
O 2.54582 -2.48692 5.64913 0.183
C 2.23580 -3.24519 4.79831 -0.556
O 1.42675 -4.31328 4.96332 0.077
C 1.17313 -4.89970 3.67713 -0.037
C 2.35913 -4.41081 2.87462 -0.301
F 2.03926 -4.19111 1.57096 0.067
O 2.65554 -3.16712 3.50020 0.113
H 0.24411 -4.50670 3.27507 0.139
H 1.11470 -5.98144 3.75132 0.142
H 3.24112 -5.05086 2.92038 0.153
O -1.34146 2.96876 -6.10650 0.178
C -2.34557 3.53511 -5.84355 -0.541
O -2.42103 4.75795 -5.27813 0.080
C -3.78883 5.19255 -5.30882 -0.039
C -4.52761 3.87564 -5.40652 -0.309
F -5.66042 3.95709 -6.14012 0.082
O -3.59354 3.06158 -6.10110 0.138
H -3.95512 5.80152 -6.19748 0.146
H -4.03454 5.76601 -4.42044 0.136
H -4.76065 3.41822 -4.44401 0.171
```

For the energy, the calculation gives -5791.39512 Ha. As for the HOMO-LUMO gap: 10.569 eV. The SMILES is CCCCCC[C@@H]1OS(=O)(=O)O[C@@H]1N(C(C)=O)C(C)=O.O=C1OC[C@@H](F)O1.O=C1OC[C@@H](F)O1.O=C1OC[C@@H](F)O1.O=C1OC[C@@H](F)O1.O=C1OC[C@@H](F)O1.O=C1OC[C@@H](F)O1.O=C1OC[C@@H](F)O1.O=C1OC[C@@H](F)O1.O=C1OC[C@@H](F)O1.O=C1OC[C@@H](F)O1.

[9]
Molecular formula: C18H28N4OS
Method: DFT, ωB97M-V with the def2-TZVPD basis set

```
52
Properties=species:S:1:pos:R:3:lowdin_charge:R:1
C -5.69980 -1.46361 0.88379 -0.088
H -6.19164 -0.79712 1.58928 0.072
H -6.45076 -1.84990 0.19833 0.073
H -5.28022 -2.30056 1.43819 0.079
C -4.59987 -0.73147 0.11548 -0.437
C -3.97914 -1.66176 -0.92177 -0.079
H -4.73177 -1.99115 -1.63520 0.074
H -3.56059 -2.53966 -0.43398 0.081
H -3.18279 -1.15080 -1.45304 0.056
C -3.54761 -0.19571 1.09232 -0.165
H -2.97028 -1.03299 1.48681 0.111
H -4.06166 0.27799 1.93248 0.113
C -2.59941 0.84654 0.48781 -0.190
N -1.63421 0.25560 -0.42415 -0.154
C -1.22573 1.10757 -1.52194 -0.162
C -0.18084 2.15789 -1.12866 -0.167
N 0.97437 1.47592 -0.57939 -0.166
C 0.57961 0.72883 0.60230 -0.127
H 0.17135 1.40726 1.37612 0.127
C -0.47403 -0.32819 0.24023 -0.280
C 0.12480 -1.43692 -0.63726 -0.121
H 0.77279 -0.98918 -1.39197 0.107
H -0.69652 -1.94784 -1.14123 0.117
C 0.92194 -2.47834 0.15237 -0.253
O 2.13981 -2.00141 0.67409 -0.070
H 2.69710 -1.72002 -0.06212 0.054
H 1.10956 -3.34779 -0.49535 0.117
H 0.34846 -2.81708 1.01910 0.120
H -0.82560 -0.78570 1.16998 0.143
H 1.45387 0.22917 1.02064 0.117
C 2.08115 2.37342 -0.30083 -0.153
C 3.33462 1.59033 -0.01934 -0.200
C 3.63627 0.50880 -0.80654 0.014
C 4.77835 -0.24549 -0.50363 -0.366
N 5.21319 -1.35101 -1.11562 -0.247
S 6.55685 -1.84396 -0.38278 1.009
N 6.66284 -0.69767 0.73561 -0.243
C 5.63143 0.13589 0.59127 -0.358
C 5.31427 1.26465 1.36408 -0.003
C 4.17859 1.95842 1.05454 -0.021
H 3.90592 2.82035 1.64658 0.112
H 5.95509 1.54957 2.18282 0.115
H 3.00138 0.23597 -1.63398 0.125
H 2.23989 2.99257 -1.19137 0.133
H 1.86181 3.05200 0.54406 0.127
H -0.61784 2.87078 -0.40385 0.126
H 0.12539 2.71771 -2.01635 0.122
H -0.79404 0.46784 -2.29641 0.119
H -2.10770 1.59807 -1.93959 0.121
H -2.10995 1.38893 1.31289 0.112
H -3.19634 1.57293 -0.06958 0.121
H -5.05236 0.12037 -0.40525 0.132
```

For the energy, the calculation gives -1395.12408 Ha. As for the HOMO-LUMO gap: 7.450 eV.

[10]
Molecular formula: C3H2FMnO2
Method: DFT, ωB97M-V with the def2-TZVPD basis set

```
9
Properties=species:S:1:pos:R:3:lowdin_charge:R:1
O -0.18190 -1.46774 0.02078 -0.009
C 0.67402 -0.49008 -0.33501 -0.519
O 1.90581 -0.47028 -0.00072 -0.298
C -1.40381 -0.21189 -0.00160 0.084
C -0.25234 0.57631 -0.34781 -0.304
H -1.87193 -0.08562 0.98115 0.122
H -2.06037 -0.55042 -0.81026 0.105
F 0.09291 1.82044 0.07004 -0.017
Mn 3.09762 0.87928 0.42343 0.836
```

For the energy, the calculation gives -1516.67698 Ha. Its expectation value of S² is 12.00. As for the HOMO-LUMO gap (spin up / spin down): 7.360 / 6.820 eV. Its multiplicity is 7.